Molecular formula: C18H56O18
Method: DFT, ωB97M-V with the def2-TZVPD basis set

Last columns: bonded neighbours and bond lengths (Å).
Positions of all 92 atoms, in Å:
1 C -2.559 -1.523 -2.130  C2 1.583, O4 1.374, H5 1.090, H6 1.090
2 C -3.246 -2.748 -2.859  C1 1.583, O3 1.497, H7 1.090, H8 1.090
3 O -4.737 -2.626 -2.918  C2 1.497, H9 0.960
4 O -2.528 -0.485 -3.031  C1 1.374, H10 0.960
5 H -1.492 -1.702 -1.994  C1 1.090
6 H -3.081 -1.329 -1.193  C1 1.090
7 H -2.980 -3.682 -2.365  C2 1.090
8 H -3.053 -2.733 -3.932  C2 1.090
9 H -4.875 -1.738 -3.256  O3 0.960
10 H -2.847 0.335 -2.648  O4 0.960
11 C 1.824 -3.917 -3.699  C12 1.537, O14 1.405, H15 1.090, H16 1.090
12 C 1.300 -3.623 -2.285  C11 1.537, O13 1.346, H17 1.090, H18 1.090
13 O 0.560 -4.575 -1.686  C12 1.346, H19 0.960
14 O 0.675 -4.180 -4.463  C11 1.405, H20 0.960
15 H 2.436 -4.819 -3.669  C11 1.090
16 H 2.426 -3.190 -4.244  C11 1.090
17 H 0.684 -2.728 -2.370  C12 1.090
18 H 2.121 -3.400 -1.603  C12 1.090
19 H -0.245 -4.266 -1.264  O13 0.960
20 H 0.203 -4.870 -3.991  O14 0.960
21 C 0.770 1.059 3.182  C22 1.568, O24 1.442, H25 1.090, H26 1.090
22 C 2.057 0.192 3.402  C21 1.568, O23 1.392, H27 1.090, H28 1.090
23 O 2.987 1.021 4.022  C22 1.392, H29 0.960
24 O 0.978 2.181 2.300  C21 1.442, H30 0.960
25 H 0.540 1.312 4.217  C21 1.090
26 H -0.083 0.492 2.810  C21 1.090
27 H 2.480 -0.182 2.470  C22 1.090
28 H 1.819 -0.723 3.944  C22 1.090
29 H 3.745 0.507 4.310  O23 0.960
30 H 1.926 2.336 2.320  O24 0.960
31 C -3.709 -1.325 2.232  C32 1.534, O34 1.387, H35 1.090, H36 1.090
32 C -5.189 -0.922 2.173  C31 1.534, O33 1.460, H37 1.090, H38 1.090
33 O -5.240 0.521 2.395  C32 1.460, H39 0.960
34 O -2.950 -0.578 1.345  C31 1.387, H40 0.960
35 H -3.519 -2.397 2.175  C31 1.090
36 H -3.293 -0.956 3.170  C31 1.090
37 H -5.736 -1.266 3.051  C32 1.090
38 H -5.620 -1.141 1.196  C32 1.090
39 H -6.186 0.685 2.419  O33 0.960
40 H -3.217 0.343 1.387  O34 0.960
41 C -2.912 3.515 -2.499  C42 1.542, O44 1.377, H45 1.090, H46 1.090
42 C -1.615 3.589 -3.329  C41 1.542, O43 1.454, H47 1.090, H48 1.090
43 O -0.539 4.012 -2.448  C42 1.454, H49 0.960
44 O -2.973 2.279 -1.893  C41 1.377, H50 0.960
45 H -3.757 3.526 -3.188  C41 1.090
46 H -3.115 4.388 -1.878  C41 1.090
47 H -1.741 4.358 -4.090  C42 1.090
48 H -1.462 2.704 -3.948  C42 1.090
49 H 0.323 3.774 -2.797  O43 0.960
50 H -2.528 2.303 -1.042  O44 0.960
51 C -0.858 -3.901 1.607  C52 1.538, O54 1.436, H55 1.090, H56 1.090
52 C -0.289 -2.747 2.450  C51 1.538, O53 1.419, H57 1.090, H58 1.090
53 O 0.957 -2.280 1.958  C52 1.419, H59 0.960
54 O -1.399 -3.279 0.431  C51 1.436, H60 0.960
55 H -1.728 -4.316 2.115  C51 1.090
56 H -0.130 -4.692 1.428  C51 1.090
57 H -0.125 -2.923 3.513  C52 1.090
58 H -0.975 -1.901 2.483  C52 1.090
59 H 0.913 -2.072 1.022  O53 0.960
60 H -1.597 -2.374 0.681  O54 0.960
61 C 2.960 4.406 1.173  C62 1.532, O64 1.441, H65 1.090, H66 1.090
62 C 2.842 3.890 -0.264  C61 1.532, O63 1.445, H67 1.090, H68 1.090
63 O 4.163 4.027 -0.833  C62 1.445, H69 0.960
64 O 3.554 3.457 2.081  C61 1.441, H70 0.960
65 H 1.998 4.767 1.537  C61 1.090
66 H 3.500 5.353 1.142  C61 1.090
67 H 2.127 4.570 -0.726  C62 1.090
68 H 2.494 2.869 -0.419  C62 1.090
69 H 4.608 3.199 -0.635  O63 0.960
70 H 4.471 3.392 1.803  O64 0.960
71 C 5.053 -0.326 -0.827  C72 1.486, O74 1.432, H75 1.090, H76 1.090
72 C 5.090 0.275 0.532  C71 1.486, O73 1.426, H77 1.090, H78 1.090
73 O 5.621 -0.712 1.413  C72 1.426, H79 0.960
74 O 4.065 -1.363 -0.851  C71 1.432, H80 0.960
75 H 6.029 -0.676 -1.165  C71 1.090
76 H 4.706 0.386 -1.576  C71 1.090
77 H 4.077 0.560 0.818  C72 1.090
78 H 5.746 1.143 0.601  C72 1.090
79 H 5.120 -1.522 1.291  O73 0.960
80 H 4.554 -2.189 -0.861  O74 0.960
81 C -2.676 3.001 1.544  O82 1.456, H83 1.090, H84 1.090, H85 1.090
82 O -1.670 2.414 0.671  C81 1.456, H86 0.960
83 H -2.615 4.086 1.466  C81 1.090
84 H -3.655 2.602 1.279  C81 1.090
85 H -2.604 2.743 2.601  C81 1.090
86 H -0.820 2.427 1.118  O82 0.960
87 C 0.341 0.178 -0.224  O88 1.439, H89 1.090, H90 1.090, H91 1.090
88 O 1.169 -0.940 -0.592  C87 1.439, H92 0.960
89 H 0.939 1.088 -0.158  C87 1.090
90 H -0.474 0.399 -0.913  C87 1.090
91 H -0.167 -0.030 0.717  C87 1.090
92 H 1.860 -0.790 -1.241  O88 0.960

Its LUMO energy is 0.3227 eV. As for the highest occupied orbital energy: -9.30 eV. The SMILES is OCCO.OCCO.OCCO.OCCO.OCCO.OCCO.OCCO.OCCO.CO.CO.

Atom charges from the Löwdin analysis, given in e for atoms 1 to 5:
1 C -0.26
2 C -0.15
3 O -0.11
4 O -0.07
5 H 0.10

Molecular formula: C18H57N3O9
Method: DFT, ωB97M-V with the def2-TZVPD basis set

Last columns: bonded neighbours and bond lengths (Å).
Positions of all 87 atoms, in Å:
1 C 5.231 2.332 0.735  C2 1.601, H7 1.090, H8 1.090, H9 1.090
2 C 4.090 3.096 1.557  C1 1.601, C3 1.472, N6 1.423, H10 1.090
3 C 4.542 4.471 1.826  C2 1.472, O4 1.398, H11 1.090, H12 1.090
4 O 3.682 5.037 2.772  C3 1.398, C5 1.455
5 C 3.988 6.420 3.107  O4 1.455, H13 1.090, H14 1.090, H15 1.090
6 N 2.993 3.102 0.651  C2 1.423, H16 1.010, H17 1.010
7 H 5.313 2.860 -0.215  C1 1.090
8 H 4.817 1.339 0.560  C1 1.090
9 H 6.145 2.217 1.317  C1 1.090
10 H 3.685 2.617 2.449  C2 1.090
11 H 4.626 5.104 0.944  C3 1.090
12 H 5.547 4.402 2.242  C3 1.090
13 H 3.171 6.522 3.822  C5 1.090
14 H 3.865 7.110 2.272  C5 1.090
15 H 5.019 6.453 3.458  C5 1.090
16 H 2.424 2.390 1.086  N6 1.010
17 H 2.396 3.910 0.757  N6 1.010
18 C 2.299 -2.682 -2.156  C19 1.475, H24 1.090, H25 1.090, H26 1.090
19 C 3.115 -3.385 -3.164  C18 1.475, C20 1.577, N23 1.475, H27 1.090
20 C 2.300 -4.143 -4.282  C19 1.577, O21 1.327, H28 1.090, H29 1.090
21 O 1.390 -4.894 -3.673  C20 1.327, C22 1.402
22 C 1.962 -6.059 -3.141  O21 1.402, H30 1.090, H31 1.090, H32 1.090
23 N 4.052 -2.482 -3.860  C19 1.475, H33 1.010, H34 1.010
24 H 2.814 -2.426 -1.231  C18 1.090
25 H 1.323 -3.110 -1.929  C18 1.090
26 H 2.015 -1.700 -2.535  C18 1.090
27 H 3.743 -4.087 -2.615  C19 1.090
28 H 2.759 -4.677 -5.114  C20 1.090
29 H 1.686 -3.444 -4.850  C20 1.090
30 H 2.501 -6.725 -3.815  C22 1.090
31 H 1.101 -6.609 -2.760  C22 1.090
32 H 2.517 -5.880 -2.220  C22 1.090
33 H 4.785 -2.272 -3.199  N23 1.010
34 H 3.571 -1.671 -4.222  N23 1.010
35 C -4.964 2.574 -4.384  C36 1.568, H41 1.090, H42 1.090, H43 1.090
36 C -3.881 2.597 -3.251  C35 1.568, C37 1.594, N40 1.488, H44 1.090
37 C -3.219 3.953 -2.735  C36 1.594, O38 1.442, H45 1.090, H46 1.090
38 O -2.301 4.161 -3.828  C37 1.442, C39 1.443
39 C -1.720 5.482 -3.851  O38 1.443, H47 1.090, H48 1.090, H49 1.090
40 N -4.463 1.806 -2.133  C36 1.488, H50 1.010, H51 1.010
41 H -5.950 2.832 -3.997  C35 1.090
42 H -5.053 1.649 -4.954  C35 1.090
43 H -4.674 3.297 -5.146  C35 1.090
44 H -3.087 1.966 -3.649  C36 1.090
45 H -2.895 3.999 -1.695  C37 1.090
46 H -4.079 4.622 -2.737  C37 1.090
47 H -2.419 6.313 -3.946  C39 1.090
48 H -0.983 5.609 -4.643  C39 1.090
49 H -1.311 5.635 -2.852  C39 1.090
50 H -5.255 2.228 -1.670  N40 1.010
51 H -4.782 0.999 -2.650  N40 1.010
52 C -0.016 -2.687 7.299  O53 1.403, H54 1.090, H55 1.090, H56 1.090
53 O -0.512 -3.900 6.796  C52 1.403, H57 0.960
54 H 1.012 -2.807 7.639  C52 1.090
55 H 0.023 -1.975 6.475  C52 1.090
56 H -0.611 -2.216 8.081  C52 1.090
57 H -1.010 -4.337 7.490  O53 0.960
58 C -1.943 4.187 5.083  O59 1.401, H60 1.090, H61 1.090, H62 1.090
59 O -2.784 3.118 5.418  C58 1.401, H63 0.960
60 H -2.541 5.099 5.084  C58 1.090
61 H -1.098 4.204 5.771  C58 1.090
62 H -1.628 4.065 4.046  C58 1.090
63 H -2.575 2.447 4.764  O59 0.960
64 C 1.209 -4.492 2.653  O65 1.393, H66 1.090, H67 1.090, H68 1.090
65 O 0.360 -3.465 3.059  C64 1.393, H69 0.960
66 H 1.430 -4.472 1.586  C64 1.090
67 H 2.032 -4.186 3.298  C64 1.090
68 H 0.764 -5.468 2.843  C64 1.090
69 H 0.065 -3.628 3.958  O65 0.960
70 C -2.345 -2.105 -4.068  O71 1.380, H72 1.090, H73 1.090, H74 1.090
71 O -2.339 -3.460 -3.808  C70 1.380, H75 0.960
72 H -1.762 -1.895 -4.965  C70 1.090
73 H -3.372 -1.749 -4.155  C70 1.090
74 H -1.925 -1.556 -3.225  C70 1.090
75 H -1.440 -3.778 -3.696  O71 0.960
76 C -1.435 0.712 1.434  O77 1.447, H78 1.090, H79 1.090, H80 1.090
77 O -0.485 0.418 2.484  C76 1.447, H81 0.960
78 H -2.327 0.124 1.647  C76 1.090
79 H -1.648 1.770 1.283  C76 1.090
80 H -1.023 0.447 0.460  C76 1.090
81 H -0.086 -0.435 2.298  O77 0.960
82 C -4.179 -4.927 0.937  O83 1.431, H84 1.090, H85 1.090, H86 1.090
83 O -5.469 -5.313 1.419  C82 1.431, H87 0.960
84 H -3.860 -3.890 1.043  C82 1.090
85 H -3.381 -5.488 1.423  C82 1.090
86 H -4.052 -5.040 -0.140  C82 1.090
87 H -5.483 -6.178 1.836  O83 0.960

Its LUMO energy is 0.3516 eV. As for the highest occupied orbital energy: -9.07 eV. The SMILES is COC[C@H](C)N.COC[C@H](C)N.COC[C@H](C)N.CO.CO.CO.CO.CO.CO.

Atom charges from the Löwdin analysis, given in e for atoms 1 to 5:
1 C -0.04
2 C -0.45
3 C -0.27
4 O -0.20
5 C -0.07

Quick rundown of orbital gap, same order as above: 0.354, 0.346 hartree
Quick rundown of ΔE to the lowest compared entry with this formula, charge and spin, same order as above: 229.73, 523.86 kJ/mol